[1]
A molecular structure, C32H18BF2N6O7S2Yb. Source: the Open Molecules 2025 dataset; level of theory: ωB97M-V/def2-TZVPD.

```
69
C32H18BF2N6O7S2Yb, DFT ωB97M-V/def2-TZVPD
Yb 0.0488 -0.2312 -0.2961
N -2.0769 -4.0749 1.2660
C -0.8485 -4.4304 1.7969
C -0.4727 -5.3992 2.7175
C 0.8671 -5.4394 3.0553
C 1.7978 -4.5554 2.4916
C 1.4206 -3.6002 1.5693
C 0.0734 -3.5421 1.2274
N -0.5892 -2.6588 0.3900
C -1.8456 -2.9943 0.4587
C -2.8853 -2.1782 -0.1503
C -4.1673 -2.5061 -0.4852
S -4.9164 -1.1519 -1.2229
C -3.4733 -0.2546 -1.0331
N -2.5133 -0.8994 -0.4587
H -2.9796 -4.3764 1.5822
H -1.1890 -6.0740 3.1676
H 1.2058 -6.1616 3.7871
H 2.8306 -4.6112 2.8078
H 2.1223 -2.9042 1.1318
H -4.6629 -3.4532 -0.3745
H -3.3559 0.7640 -1.3686
O -0.7606 3.4321 -1.6675
C -0.3463 2.7790 -0.7135
O -0.8883 1.7326 -0.2184
C 0.9354 3.2323 -0.0203
C 1.2019 4.5751 -0.0530
C 2.3887 5.0803 0.4918
C 3.3495 4.2336 1.0031
C 3.0949 2.8766 1.0358
C 1.8518 2.2910 0.6031
O 1.5839 1.0683 0.7190
N 4.1818 2.0563 1.5673
O 5.2619 2.6072 1.7641
O 3.9742 0.8953 1.8532
N 2.6413 6.5017 0.4848
O 3.7198 6.9071 0.9017
O 1.7520 7.2483 0.0999
H 0.4936 5.2348 -0.5313
H 4.2872 4.6150 1.3737
F 2.0378 0.2249 -1.7982
B 2.0853 -1.1332 -1.4181
F 2.9568 -1.7466 -2.2478
S -1.0318 -0.4064 2.4305
C 0.1778 -0.8570 3.6101
C -0.2021 -1.4076 4.8432
C 0.7349 -1.8009 5.7823
C 2.0943 -1.6532 5.5320
C 2.4860 -1.0942 4.3222
C 1.5509 -0.7055 3.3796
H -1.2590 -1.5327 5.0471
H 0.3954 -2.2298 6.7199
H 2.8303 -1.9574 6.2664
H 3.5361 -0.9478 4.0993
H 1.8880 -0.2513 2.4561
N -4.0422 3.4648 -8.7295
C -3.5547 2.8983 -7.8523
C -2.9579 2.1850 -6.7652
C -2.8161 0.7985 -6.8436
C -2.2492 0.1090 -5.7929
C -1.8100 0.7814 -4.6435
C -1.9552 2.1794 -4.5767
C -2.5234 2.8702 -5.6265
C -1.2459 0.0898 -3.5412
C -0.7012 -0.4550 -2.5875
H -3.1529 0.2729 -7.7280
H -2.1333 -0.9654 -5.8406
H -1.6183 2.6903 -3.6814
H -2.6335 3.9451 -5.5689
```

Output
charge: -2
HOMO energy: -2.06 eV
2S+1: 2

=====

[2]
A molecular structure, C32H18IrN10O7S2Se. Source: the Open Molecules 2025 dataset; level of theory: ωB97M-V/def2-TZVPD.

```
71
C32H18IrN10O7S2Se, DFT ωB97M-V/def2-TZVPD
Ir -0.1549 0.4587 -0.5167
S 2.7321 6.0680 3.5548
N 3.0164 4.4868 3.6436
C 2.3301 3.9209 2.6632
C 2.2907 2.5011 2.3759
C 3.0180 1.5577 3.1045
C 2.9058 0.2373 2.7452
C 2.0597 -0.1140 1.6985
N 1.3553 0.7634 0.9931
C 1.4862 2.0743 1.3204
C 0.7646 3.0366 0.5009
N 0.0648 2.5270 -0.5322
C -0.6304 3.3565 -1.3073
C -0.6430 4.7315 -1.1060
C 0.0759 5.2691 -0.0623
C 0.7978 4.4062 0.7625
C 1.5978 4.8486 1.8852
N 1.7409 6.1012 2.2880
H 3.6436 1.8816 3.9253
H 3.4467 -0.5424 3.2612
H 1.9436 -1.1514 1.4406
H -1.2187 2.9079 -2.0934
H -1.2258 5.3525 -1.7707
H 0.0886 6.3327 0.1354
O -3.8079 0.2860 -2.0889
C -2.7101 -0.1721 -1.8724
O -1.6403 0.6211 -1.8767
C -2.4896 -1.6389 -1.6967
C -3.4655 -2.4475 -2.2669
C -3.4001 -3.8175 -2.1423
C -2.3676 -4.4143 -1.4453
C -1.3940 -3.6087 -0.9092
C -1.4014 -2.1986 -0.9828
O -0.4980 -1.5408 -0.3032
N -0.2922 -4.2965 -0.2267
O -0.5755 -5.1266 0.6097
O 0.8360 -4.0283 -0.5930
N -4.4370 -4.6573 -2.7505
O -4.3278 -5.8587 -2.6171
O -5.3337 -4.0947 -3.3427
H -4.2908 -1.9873 -2.7907
H -2.3226 -5.4876 -1.3259
N 0.3746 1.6710 -3.5290
C 1.3091 0.7772 -3.1522
N 1.2486 0.0716 -2.0412
C 2.2926 -0.8742 -2.0024
C 2.4443 -1.9283 -1.1174
C 3.5610 -2.7387 -1.2146
C 4.5286 -2.5241 -2.1935
C 4.3587 -1.5173 -3.1275
C 3.2307 -0.7194 -3.0231
S 2.7195 0.5299 -4.1248
H -0.5641 1.4934 -3.1754
H 0.4367 2.0485 -4.4598
H 1.6400 -2.1819 -0.4492
H 3.6578 -3.5820 -0.5438
H 5.3885 -3.1761 -2.2566
H 5.0682 -1.3712 -3.9306
Se -2.9571 1.9926 0.6885
N -1.6164 0.8069 0.9142
C -1.8160 0.1642 2.0667
C -1.0538 -0.9192 2.5907
C -1.4072 -1.4310 3.7963
C -2.5163 -0.9279 4.5519
C -3.2834 0.0794 4.0781
C -2.9543 0.6488 2.8096
N -3.6515 1.6171 2.2407
H -0.2644 -1.3579 2.0066
H -0.8479 -2.2666 4.1970
H -2.7508 -1.3884 5.5017
H -4.1434 0.4600 4.6106
```

Output
charge: +1
HOMO energy: -11.05 eV

=====

[3]
A molecular structure, C32H19F5IIrN4O3. Source: the Open Molecules 2025 dataset; level of theory: ωB97M-V/def2-TZVPD.

```
65
C32H19F5IIrN4O3, DFT ωB97M-V/def2-TZVPD
Ir -1.0476 -0.1143 -0.3532
C 0.1762 3.1806 -4.7427
C 0.8358 2.2846 -3.9187
C 0.1679 1.6828 -2.8598
C -1.1671 1.9814 -2.6367
C -1.8349 2.8925 -3.4515
C -1.1608 3.4842 -4.5031
N -1.8384 1.3463 -1.5275
N -3.0044 1.7551 -1.3020
C -3.6003 1.0755 -0.2500
C -4.8957 1.4063 0.1560
C -5.4568 0.7061 1.2001
C -4.7306 -0.3206 1.8172
C -3.4505 -0.6536 1.4056
C -2.8634 0.0575 0.3619
H 0.6961 3.6386 -5.5738
H 1.8736 2.0359 -4.0974
H 0.6840 0.9654 -2.2397
H -2.8725 3.1191 -3.2561
H -1.6826 4.1827 -5.1440
H -5.4272 2.1998 -0.3543
H -6.4565 0.9429 1.5382
H -5.1792 -0.8669 2.6379
H -2.9096 -1.4635 1.8790
I 6.3705 0.7343 0.8793
C 4.5078 -0.1988 0.9389
C 3.3896 0.4819 0.4882
C 2.1526 -0.1458 0.5277
C 2.0143 -1.4440 1.0007
C 3.1560 -2.1059 1.4495
C 4.3980 -1.4943 1.4247
C 0.7166 -2.2291 1.0509
O 0.7591 -3.3870 1.4185
O -0.4256 -1.6414 0.8051
H 3.4783 1.4861 0.0956
H 1.2965 0.4127 0.1686
H 3.0469 -3.1173 1.8154
H 5.2731 -2.0244 1.7746
F 1.7752 -6.1639 -2.0812
C 1.2608 -4.9328 -2.0239
C 2.0397 -3.8371 -2.3455
F 3.3148 -4.0052 -2.7062
C 1.4978 -2.5670 -2.2907
F 2.2669 -1.5164 -2.6169
C 0.1797 -2.3490 -1.9076
O -0.3005 -1.0999 -1.8713
C -0.5885 -3.4688 -1.6048
F -1.8646 -3.3097 -1.2464
C -0.0593 -4.7436 -1.6560
F -0.8192 -5.7957 -1.3540
N 0.2128 3.0957 1.7919
C -0.5243 2.4618 0.8676
N -0.7014 1.1886 1.1586
C -0.0581 0.9806 2.3943
C -0.0042 -0.1279 3.2429
C 0.7191 0.0024 4.4081
C 1.3698 1.1998 4.7488
C 1.2792 2.3155 3.9476
C 0.5361 2.1808 2.7793
H 0.4363 4.0754 1.7863
H -0.9232 2.9572 0.0004
H -0.5168 -1.0424 2.9947
H 0.7861 -0.8428 5.0799
H 1.9337 1.2527 5.6704
H 1.7633 3.2465 4.2107
```

Output
HOMO energy: -8.02 eV

=====

[4]
A molecular structure, C32H20Br12O4. Source: the Open Molecules 2025 dataset; level of theory: ωB97M-V/def2-TZVPD.

```
68
C32H20Br12O4, DFT ωB97M-V/def2-TZVPD
C 4.3122 -3.6546 -2.1997
C 3.2373 -4.4916 -1.9759
C 2.2881 -4.2075 -0.9920
C 2.4760 -3.0264 -0.3112
C 3.5463 -2.1504 -0.5229
C 4.5487 -2.5011 -1.4224
C 3.6631 -0.8236 0.1812
O 4.6894 -0.1930 0.0302
C 2.5507 -0.3698 1.0339
C 2.6258 0.8729 1.6426
C 1.6154 1.3072 2.4878
C 0.5926 0.4183 2.7575
C 0.5109 -0.8762 2.2535
C 1.5207 -1.2803 1.3691
C 1.4650 -2.6170 0.7083
O 0.5318 -3.3429 0.9679
H 4.9245 -3.8725 -3.0659
H 3.1889 -5.3411 -2.6466
H 1.4110 -4.8239 -0.8709
H 5.2794 -1.7835 -1.7602
H 3.4138 1.5660 1.3721
H 1.6303 2.2634 2.9841
H -0.1677 0.7096 3.4724
H -0.2694 -1.5646 2.5356
C -0.3178 2.2566 -0.8293
C -0.3654 0.9015 -0.5270
C -1.4190 0.1144 -1.0119
C -2.4894 0.6833 -1.6845
C -2.4764 2.0769 -1.9605
C -1.3685 2.8101 -1.5676
C -3.5860 2.6748 -2.6882
O -3.5407 3.8365 -3.0600
C -4.7335 1.8023 -3.0901
C -5.8621 2.4372 -3.5850
C -6.9248 1.6775 -4.1042
C -6.9079 0.3120 -3.8183
C -5.8519 -0.2921 -3.1621
C -4.6919 0.4320 -2.8987
C -3.5521 -0.2408 -2.2334
O -3.4917 -1.4382 -2.1062
H 0.4400 3.0028 -0.6273
H 0.3701 0.5385 0.1797
H -1.4367 -0.8412 -0.4983
H -1.3912 3.8558 -1.8514
H -5.9617 3.5112 -3.6421
H -7.7731 2.0418 -4.6637
H -7.6889 -0.3749 -4.1272
H -5.8043 -1.3672 -3.0412
C -1.3985 0.9482 6.4848
Br -1.6384 1.0429 8.4341
Br -0.5852 -0.7541 5.9514
Br -0.2839 2.3872 5.9059
H -2.3591 0.9704 5.9908
C 1.7099 5.4009 2.0850
Br 2.5788 4.9101 3.7625
Br 0.0469 4.4645 1.8660
Br 2.9269 5.1837 0.5674
H 1.4965 6.4594 2.0789
C 8.3661 -1.0904 -1.3250
Br 7.2073 -0.1574 -2.5261
Br 9.2450 -2.5934 -2.2619
Br 7.4634 -1.7866 0.2653
H 9.1961 -0.4812 -1.0011
C -3.2381 -3.1927 2.5473
Br -5.0418 -3.9515 2.5797
Br -3.1085 -1.5145 3.4691
Br -2.7676 -2.9976 0.6384
H -2.5754 -3.8762 3.0575
```

Output
HOMO energy: -9.59 eV

=====

[5]
A molecular structure, C32H21ClN5O3RuSTe. Source: the Open Molecules 2025 dataset; level of theory: ωB97M-V/def2-TZVPD.

```
65
C32H21ClN5O3RuSTe, DFT ωB97M-V/def2-TZVPD
Ru -0.3365 0.9354 -0.3707
Cl 6.9123 1.6491 -0.8547
C 5.2108 1.7537 -0.5850
C 4.6987 2.8339 0.1409
C 3.3407 2.9328 0.3184
C 2.4432 1.9712 -0.1981
O 1.1816 2.1658 -0.0634
C 2.9873 0.8261 -0.8937
C 2.2030 -0.2201 -1.4236
N 0.8869 -0.3787 -1.2850
C 0.2023 -1.3778 -1.9341
C 0.7286 -2.3350 -2.8214
C -0.1056 -3.2468 -3.4425
C -1.4692 -3.2546 -3.2167
C -2.0423 -2.3478 -2.3117
C -3.4156 -2.3205 -1.9867
C -3.8644 -1.4267 -1.0375
C -2.9795 -0.5350 -0.4531
N -1.6765 -0.5037 -0.7793
C -1.1979 -1.4061 -1.6705
C 4.3830 0.7810 -1.0900
H 5.3636 3.5831 0.5382
H 2.9122 3.7611 0.8612
H 2.7461 -0.9600 -2.0022
H 1.7846 -2.3657 -3.0371
H 0.3247 -3.9679 -4.1223
H -2.1089 -3.9661 -3.7133
H -4.0877 -3.0080 -2.4754
H -4.9010 -1.4060 -0.7407
H -3.3133 0.1717 0.2962
H 4.8030 -0.0394 -1.6509
O -2.5461 2.9449 2.3505
C -1.7935 2.2011 1.7433
N -1.6775 2.1149 0.3590
C -2.4923 2.7799 -0.5072
O -3.4198 3.5290 -0.2524
C -2.1218 2.4620 -1.9213
C -2.9054 2.9452 -2.9689
C -2.5306 2.6753 -4.2672
C -1.3508 1.9659 -4.4848
C -0.6246 1.5172 -3.3964
N -1.0077 1.7348 -2.1429
C -0.8669 1.2596 2.3688
C -0.6832 1.2581 3.7788
C 0.2545 0.4761 4.3389
C 1.0628 -0.4903 3.5279
C 0.5633 -0.6135 2.0743
N -0.1516 0.4657 1.5652
H -3.7872 3.5125 -2.7139
H -3.1327 3.0095 -5.0977
H -0.9996 1.7617 -5.4827
H 0.3012 0.9715 -3.5384
H -1.2894 1.9496 4.3412
H 0.4881 0.5260 5.3912
H 2.0998 -0.1239 3.4810
H 1.4004 -0.8391 1.4140
Te -0.8032 -2.3808 1.7974
C 1.0565 -1.8281 4.1952
C 0.0693 -2.3532 4.9872
C 0.3732 -3.6470 5.4578
C 1.5792 -4.0871 5.0215
S 2.3750 -2.9347 4.0252
H -0.8293 -1.8226 5.2450
H -0.2829 -4.2171 6.0898
H 2.0584 -5.0221 5.2250
```

Output
HOMO energy (spin up / spin down): -6.86 / -6.86 eV
2S+1: 2

=====

[6]
A molecular structure, C32H22AsBr2N4OS7Tc. Source: the Open Molecules 2025 dataset; level of theory: ωB97M-V/def2-TZVPD.

```
70
C32H22AsBr2N4OS7Tc, DFT ωB97M-V/def2-TZVPD
Tc -0.8911 0.2274 1.0023
S -0.3363 2.4409 0.4737
C -1.7208 3.0724 -0.4401
C -1.8372 4.4146 -0.7605
C -2.8792 4.8288 -1.5804
C -3.0118 6.2233 -1.8943
N -3.0880 7.3440 -2.1289
C -3.7756 3.8823 -2.0986
C -3.6314 2.5365 -1.7831
C -2.6071 2.1233 -0.9411
S -2.4864 0.4027 -0.5099
C -4.8525 4.2907 -2.9561
N -5.7248 4.5986 -3.6349
H -1.1340 5.1439 -0.3797
H -4.3299 1.8158 -2.1873
Br -5.6701 0.1615 5.7652
C -4.3435 0.2311 4.4587
C -3.8801 1.4511 3.9863
C -2.8902 1.4417 3.0293
N -2.3640 0.3162 2.5293
C -2.8369 -0.8746 2.9663
C -3.8157 -0.9431 3.9398
C -2.2736 -2.0773 2.3093
C -2.6510 -3.3667 2.6350
C -2.1063 -4.4247 1.9193
Br -2.5957 -6.1795 2.3285
C -1.1998 -4.1654 0.9045
C -0.8558 -2.8525 0.6525
N -1.3760 -1.8294 1.3361
H -4.2777 2.3859 4.3532
H -2.4924 2.3678 2.6423
H -4.1864 -1.8935 4.2912
H -3.3607 -3.5660 3.4230
H -0.7587 -4.9623 0.3242
H -0.1294 -2.6010 -0.1084
S 1.8174 3.4088 2.4521
As 2.0481 1.6187 3.8356
S -0.1605 3.7203 2.1326
S 0.6189 -0.0178 3.1223
S 0.0500 1.2702 4.6853
O 0.7849 -0.4342 0.0852
S 2.0051 0.2934 -0.5769
C 3.3883 -0.8368 -0.2384
C 2.9769 -2.2663 -0.0599
C 2.6797 -2.7386 1.2164
C 2.3394 -4.0677 1.4112
C 2.2855 -4.9354 0.3272
C 2.5787 -4.4721 -0.9477
C 2.9314 -3.1428 -1.1392
C 1.7115 0.0094 -2.3348
C 2.8689 0.5593 -3.1202
C 3.1242 1.9290 -3.1196
C 4.2032 2.4368 -3.8254
C 5.0316 1.5796 -4.5377
C 4.7782 0.2157 -4.5464
C 3.7019 -0.2946 -3.8351
H 3.8618 -0.4354 0.6577
H 4.0701 -0.6755 -1.0770
H 2.7475 -2.0707 2.0683
H 2.1368 -4.4332 2.4096
H 2.0447 -5.9793 0.4805
H 2.5625 -5.1509 -1.7896
H 3.2099 -2.7992 -2.1278
H 0.7732 0.5336 -2.5299
H 1.5573 -1.0614 -2.4711
H 2.4704 2.6038 -2.5765
H 4.3932 3.5014 -3.8284
H 5.8698 1.9766 -5.0937
H 5.4138 -0.4511 -5.1128
H 3.4955 -1.3579 -3.8630
```

Output
charge: +2
HOMO energy (spin up / spin down): -13.97 / -13.98 eV

=====

[7]
A molecular structure, C32H22F10GaN6. Source: the Open Molecules 2025 dataset; level of theory: ωB97M-V/def2-TZVPD.

```
71
C32H22F10GaN6, DFT ωB97M-V/def2-TZVPD
Ga 0.0692 0.2804 0.0046
C -2.4111 -1.9977 3.1386
C -1.6313 -3.1341 3.2688
C -0.3544 -3.1281 2.7244
C 0.0869 -2.0033 2.0323
N -0.7073 -0.9422 1.8429
C -1.9090 -0.9318 2.3994
C 1.4553 -1.8587 1.5120
C 2.4535 -2.8188 1.6649
C 3.7373 -2.5188 1.2354
C 4.0120 -1.2634 0.7224
C 2.9571 -0.3678 0.5630
N 1.7201 -0.6915 0.9232
C 3.1202 1.0157 0.1028
C 4.2470 1.4910 -0.5626
C 4.3614 2.8530 -0.7925
C 3.3636 3.6892 -0.3147
C 2.2277 3.1146 0.2435
N 2.0946 1.8106 0.4248
H -3.3911 -1.9387 3.5870
H -2.0060 -4.0059 3.7861
H 0.2737 -3.9962 2.8353
H -2.5108 -0.0460 2.2472
H 2.2493 -3.7762 2.1160
H 4.5228 -3.2512 1.3281
H 5.0198 -0.9796 0.4694
H 5.0065 0.8128 -0.9116
H 5.2087 3.2522 -1.3283
H 3.4516 4.7620 -0.3818
H 1.3965 3.7315 0.5610
C -0.6534 -0.0254 -3.2426
N 0.4815 0.2298 -2.3559
C 0.9888 1.5600 -2.6098
C 0.0000 2.5564 -1.9798
N -0.4656 2.0841 -0.6853
C -1.2685 2.8847 0.0491
C -2.0288 3.9897 -0.3895
F -1.9454 4.4234 -1.6621
C -2.8918 4.6746 0.4553
F -3.5733 5.7114 -0.0239
C -3.0621 4.2954 1.7857
F -3.9353 4.9191 2.5766
C -2.2933 3.2387 2.2661
F -2.3975 2.8360 3.5344
C -1.4075 2.6081 1.4179
F -0.5773 1.6181 1.8903
C 1.4211 -0.8745 -2.4435
C 0.7936 -2.0895 -1.7062
N -0.1979 -1.5853 -0.7828
C -1.3507 -2.2423 -0.5841
C -2.5079 -1.4919 -0.3152
F -2.3403 -0.1250 -0.3139
C -3.7171 -2.0509 0.0403
F -4.7458 -1.2695 0.3730
C -3.8339 -3.4390 0.0835
F -4.9908 -4.0067 0.4261
C -2.7161 -4.2308 -0.1878
F -2.7961 -5.5579 -0.0928
C -1.5026 -3.6406 -0.4978
F -0.4018 -4.4127 -0.6171
H -0.3179 -0.0020 -4.2849
H -1.4229 0.7297 -3.0958
H -1.0884 -0.9983 -3.0329
H 1.0912 1.7674 -3.6857
H 1.9772 1.6647 -2.1544
H -0.8410 2.7131 -2.6652
H 0.5068 3.5219 -1.8665
H 2.3564 -0.5852 -1.9539
H 1.6408 -1.1350 -3.4857
H 1.5828 -2.6620 -1.1994
H 0.3170 -2.7648 -2.4253
```

Output
charge: +1
HOMO energy: -10.35 eV